1.
{
  "formula": "C4H5N3",
  "method": "wB97M-V/def2-TZVPD",
  "lumo_ev": -0.244,
  "smiles": "[H]/N=C(/C#N)NC=C",
  "spin_multiplicity": 1,
  "species": ["C", "C", "C", "C", "H", "H", "H", "H", "H", "N", "N", "N"],
  "xyz": [[1.9610, 0.4674, -0.1831], [1.1720, -0.6258, -0.0428], [-1.4038, 0.0914, -0.1590], [-1.0149, 1.3911, -0.1202], [3.0804, 0.2428, -0.4070], [1.8104, 1.4163, 0.0053], [1.3921, -1.5643, -0.3116], [-0.5640, -1.7274, 0.9485], [-3.0054, -1.1221, -0.0154], [-0.2925, -0.8071, 0.2766], [-2.7070, -0.1598, -0.2144], [-0.4283, 2.3975, 0.2231]]
}



2.
{
  "formula": "C4H5N3",
  "method": "wB97M-V/def2-TZVPD",
  "lumo_ev": -0.132,
  "spin_multiplicity": 1,
  "species": ["C", "N", "C", "C", "N", "C", "N", "H", "H", "H", "H", "H"],
  "xyz": [[-1.5600, 0.1584, 0.2333], [-0.3687, -0.5192, -0.3473], [1.0043, -0.0694, 0.0970], [2.0116, -0.6774, -0.6601], [2.8169, -1.2031, -1.3209], [1.0937, 1.1470, 0.7533], [1.1196, 2.1650, 1.3196], [-1.6321, -0.1432, 1.2759], [-2.4621, -0.1488, -0.3035], [-1.4423, 1.2431, 0.1789], [-0.4427, -0.5703, -1.3767], [-0.1382, -1.3821, 0.1504]]
}



3.
{
  "formula": "C4H5N3",
  "method": "wB97M-V/def2-TZVPD",
  "lumo_ev": [0.187, 0.187],
  "spin_multiplicity": 1,
  "species": ["N", "C", "C", "N", "C", "N", "C", "H", "H", "H", "H", "H"],
  "xyz": [[-2.2942, 0.4794, -0.0288], [-1.0221, 0.0967, -0.0423], [-0.0909, 1.1700, -0.0788], [1.1923, 0.8642, -0.0801], [2.3255, 0.5571, -0.2119], [1.8986, -2.8290, 0.1084], [0.8433, -2.3595, 0.0581], [-2.6187, 1.4443, -0.0540], [-3.0208, -0.2192, 0.0023], [-0.3054, 2.2415, -0.0903], [3.1790, 0.3226, 0.4022], [-0.0868, -1.7680, 0.0153]]
}



4.
{
  "formula": "C4H5N3",
  "method": "wB97M-V/def2-TZVPD",
  "lumo_ev": [-1.171, -1.171],
  "spin_multiplicity": 1,
  "species": ["N", "C", "C", "C", "N", "C", "N", "H", "H", "H", "H", "H"],
  "xyz": [[2.6619, 0.3699, 1.0659], [2.2476, -0.7280, 0.9403], [0.3552, -0.1936, -0.6217], [-0.9594, -0.8828, -0.6992], [-1.8638, -0.0812, 0.1107], [-1.1748, 0.8941, 0.5426], [0.1682, 0.8818, 0.0919], [1.2872, -0.4188, -1.1146], [-1.3241, -0.9731, -1.7301], [-0.8753, -1.8974, -0.2899], [-1.5168, 1.6870, 1.1973], [0.9941, 1.3422, 0.5066]]
}



5.
{
  "formula": "C4H5N3",
  "method": "wB97M-V/def2-TZVPD",
  "lumo_ev": 0.165,
  "spin_multiplicity": 1,
  "species": ["N", "C", "N", "C", "C", "C", "N", "H", "H", "H", "H", "H"],
  "xyz": [[2.0378, 0.0888, 0.0840], [0.7866, -0.1139, -0.4377], [0.0688, -1.2685, -0.3248], [-1.1517, -1.1310, 0.1223], [-1.5120, 0.1877, 0.4865], [-0.6975, 1.0975, -0.1642], [0.2374, 0.8324, -1.1595], [2.7103, 0.2835, -0.6450], [2.3448, -0.5963, 0.7558], [-1.8027, -2.0040, 0.1337], [-2.3798, 0.4764, 1.0669], [-0.6419, 2.1472, 0.0822]]
}



6.
{
  "formula": "C4H5N3",
  "method": "wB97M-V/def2-TZVPD",
  "lumo_ev": 0.789,
  "smiles": "Nc1cncnc1",
  "spin_multiplicity": 1,
  "species": ["N", "C", "C", "N", "C", "N", "C", "H", "H", "H", "H", "H"],
  "xyz": [[1.1629, 1.6376, 0.3168], [0.3343, 0.5352, 0.0929], [0.2720, -0.4932, 1.0297], [-0.5728, -1.5154, 0.9426], [-1.3539, -1.5595, -0.1349], [-1.2768, -0.7335, -1.1760], [-0.4112, 0.2765, -1.0635], [2.1012, 1.4092, 0.6203], [1.1710, 2.3681, -0.3792], [0.9579, -0.4829, 1.8731], [-2.0984, -2.3562, -0.1848], [-0.2862, 0.9140, -1.9369]]
}



7.
{
  "formula": "C4H5N3",
  "method": "wB97M-V/def2-TZVPD",
  "lumo_ev": 0.425,
  "smiles": "N#CC=C=N.C=N",
  "spin_multiplicity": 1,
  "species": ["C", "N", "C", "C", "N", "C", "N", "H", "H", "H", "H", "H"],
  "xyz": [[-2.1416, -0.8780, 0.1574], [-0.9135, -1.1931, 0.1272], [1.2507, 0.1674, 0.1898], [1.7491, -0.3319, -1.0197], [2.1305, -0.7919, -2.0064], [1.4763, 1.4054, 0.5109], [1.3269, 2.5386, 0.9470], [-2.7224, -1.1221, -0.7228], [0.3465, 2.6939, 0.5406], [-2.7315, -0.6188, 1.0538], [-0.6230, -1.5011, -0.8162], [0.8520, -0.3684, 1.0384]]
}



8.
{
  "formula": "C4H5N3",
  "method": "wB97M-V/def2-TZVPD",
  "lumo_ev": 0.330,
  "spin_multiplicity": 1,
  "species": ["N", "C", "C", "N", "C", "N", "C", "H", "H", "H", "H", "H"],
  "xyz": [[-2.1179, 0.1950, 0.4074], [-0.8490, 0.0205, 0.6815], [0.1171, 0.4537, -0.3803], [1.3072, 0.9244, 0.2993], [2.0337, -0.1253, 0.4379], [1.5632, -1.3360, -0.1066], [0.4307, -1.0122, -0.6207], [-2.5113, 0.7905, -0.3210], [-2.7897, -0.2430, 1.0246], [-0.1796, 1.0826, -1.2390], [2.9772, -0.1250, 0.9732], [-0.2565, -1.7308, -1.0596]]
}



9.
{
  "formula": "C4H5N3O",
  "method": "wB97M-V/def2-TZVPD",
  "lumo_ev": 0.135,
  "smiles": "NC1=CC=NOC=N1",
  "spin_multiplicity": 1,
  "species": ["C", "C", "C", "C", "H", "H", "H", "H", "H", "N", "N", "N", "O"],
  "xyz": [[-0.5496, -0.6044, 0.0040], [0.6396, -0.6346, -0.6879], [1.4793, 0.5597, -0.8274], [-0.2699, 1.3155, 1.3408], [-2.2982, -1.4328, 0.3753], [-1.4772, -2.1736, -1.0032], [0.7917, -1.4852, -1.4008], [1.8837, 0.7031, -1.8213], [-0.6018, 2.0982, 1.9876], [-1.4123, -1.6491, -0.0452], [1.7320, 1.5368, 0.0100], [-1.0274, 0.4708, 0.7711], [1.1099, 1.2955, 1.2969]]
}



10.
{
  "formula": "C4H5N3O",
  "method": "wB97M-V/def2-TZVPD",
  "lumo_ev": 0.303,
  "smiles": "[H]/N=c1\\nconc1C",
  "spin_multiplicity": 1,
  "species": ["C", "C", "C", "C", "H", "H", "H", "H", "H", "N", "N", "N", "O"],
  "xyz": [[-0.4449, -1.5785, -1.0892], [-0.0138, -0.2217, -0.6569], [0.0419, 2.1365, 0.4793], [0.2695, -0.0970, 0.8075], [-1.0013, -1.4744, -2.0560], [-1.1796, -1.9670, -0.4091], [0.3812, -2.3670, -0.9828], [-0.0775, 3.2269, 0.6953], [1.0017, -0.6301, 2.5006], [0.0578, 0.7477, -1.4731], [0.0673, 1.2318, 1.4240], [0.7265, -1.0317, 1.5500], [0.1711, 2.0243, -0.7897]]
}



11.
{
  "formula": "C4H5N3O",
  "method": "wB97M-V/def2-TZVPD",
  "lumo_ev": 0.648,
  "smiles": "C1Cc2[nH]nnc2O1",
  "spin_multiplicity": 1,
  "species": ["C", "C", "C", "C", "H", "H", "H", "H", "H", "N", "N", "N", "O"],
  "xyz": [[-1.7671, -0.4490, 0.0532], [-0.7944, 0.8615, -0.0793], [0.5866, 0.2939, -0.2044], [0.5289, -1.1177, -0.3388], [-2.4539, -0.5874, -0.7056], [-2.1978, -0.5446, 1.0911], [-1.2435, 1.6522, -0.8549], [-0.7911, 1.5223, 0.8623], [2.4098, 1.4736, 0.2172], [1.9651, 0.5319, -0.0757], [2.6712, -0.4321, 0.0502], [1.8030, -1.5713, 0.0183], [-0.7168, -1.6334, -0.0336]]
}



12.
{
  "formula": "C4H5N3O",
  "method": "wB97M-V/def2-TZVPD",
  "lumo_ev": 0.209,
  "spin_multiplicity": 1,
  "species": ["C", "C", "C", "C", "H", "H", "H", "H", "H", "N", "N", "N", "O"],
  "xyz": [[1.3494, -0.0506, 1.2304], [1.5435, 1.1311, 0.2409], [-0.0789, 0.1743, -0.4417], [-1.3529, -0.2150, -1.0876], [-1.3729, -0.9301, 1.6813], [1.3943, 0.2736, 2.3423], [1.9813, -0.9820, 1.0935], [1.1008, 2.1741, 0.5014], [2.7975, 1.5924, 0.1047], [-0.0399, -0.2203, 0.8620], [0.8531, 0.8654, -0.9329], [-2.1049, -0.3611, -2.0631], [-0.7032, -1.2944, 1.1954]]
}



13.
{
  "formula": "C4H5N3O",
  "method": "wB97M-V/def2-TZVPD",
  "lumo_ev": [-0.156, -0.711],
  "spin_multiplicity": 1,
  "species": ["C", "C", "C", "C", "N", "N", "N", "O", "H", "H", "H", "H", "H"],
  "xyz": [[2.0559, 0.2692, 0.9104], [0.9737, 0.0306, 1.7648], [0.3673, -0.2737, -0.2974], [-0.4069, -0.6242, -1.3281], [1.6435, 0.0833, -0.3592], [-2.4872, 0.9014, -0.1604], [-0.8128, -1.0697, -2.3186], [-0.0225, -0.3246, 0.9814], [3.0125, 0.4492, 1.3096], [0.7391, 0.1067, 2.7899], [-1.9150, -0.0950, 0.0478], [-1.4990, -0.9155, -2.9477], [-1.6487, 1.4622, -0.3925]]
}



14.
{
  "formula": "C4H5N3O",
  "method": "wB97M-V/def2-TZVPD",
  "lumo_ev": -0.904,
  "smiles": "CN/N=C/C(=O)C#N",
  "spin_multiplicity": 1,
  "species": ["C", "C", "C", "C", "H", "H", "H", "H", "H", "N", "N", "N", "O"],
  "xyz": [[-1.0837, -2.1094, 0.4999], [0.7296, 0.4182, -0.0616], [1.4747, 1.6131, -0.1914], [0.9574, 3.0660, -0.2798], [-2.0263, -2.4306, 0.4475], [-0.6624, -2.1422, 1.5233], [-0.4054, -2.9765, 0.1522], [-2.1181, -0.4912, -0.6346], [1.2886, -0.5012, 0.2312], [-1.2462, -0.7364, -0.3924], [-0.5724, 0.4999, -0.1508], [1.0160, 4.2521, -0.9225], [2.6482, 1.5382, -0.2212]]
}



15.
{
  "formula": "C4H5N3O",
  "method": "wB97M-V/def2-TZVPD",
  "lumo_ev": 0.553,
  "smiles": "NC1=CC=NN=CO1",
  "spin_multiplicity": 1,
  "species": ["C", "C", "C", "C", "H", "H", "H", "H", "H", "N", "N", "N", "O"],
  "xyz": [[-1.0009, -0.2527, 0.1387], [-0.1706, -1.3014, 0.0353], [1.1701, -1.2794, 0.1502], [0.3656, 1.4095, -0.0474], [-2.6928, -0.9732, -0.8152], [-3.0087, 0.5070, 0.0067], [-0.6108, -2.1546, -0.3495], [1.6879, -2.1077, 0.3827], [0.1544, 2.5415, -0.4401], [-2.3036, -0.2754, -0.3217], [2.0471, -0.3063, 0.0125], [1.5054, 0.9694, -0.4341], [-0.8072, 1.0021, 0.5947]]
}



16.
{
  "formula": "C4H5N3O",
  "method": "wB97M-V/def2-TZVPD",
  "lumo_ev": 0.989,
  "smiles": "C1=NN2CCN=C2O1",
  "spin_multiplicity": 1,
  "species": ["C", "C", "C", "C", "H", "H", "H", "H", "H", "N", "N", "N", "O"],
  "xyz": [[2.0263, -0.1375, 0.1098], [1.1009, 1.2693, 0.1052], [-1.9261, 0.0424, 0.1789], [0.0410, -0.7867, -0.2349], [2.8286, -0.1967, -0.7809], [2.7006, -0.1074, 0.9177], [1.6742, 1.9970, -0.5086], [0.7654, 1.4808, 1.1215], [-2.9814, -0.1632, 0.5588], [-0.0988, 0.6428, -0.5052], [-1.3509, 1.1688, 0.0878], [1.1684, -1.2820, 0.1632], [-1.3088, -1.1303, -0.0603]]
}



17.
{
  "formula": "C4H5N3O",
  "method": "wB97M-V/def2-TZVPD",
  "lumo_ev": [-0.326, -0.326],
  "spin_multiplicity": 1,
  "species": ["C", "C", "C", "C", "N", "N", "N", "O", "H", "H", "H", "H", "H"],
  "xyz": [[1.8485, 0.4407, -0.9790], [0.8351, 0.9073, -0.1969], [0.8075, -1.2732, -0.2743], [-1.0281, -0.1770, 0.9742], [1.8218, -0.9197, -1.0061], [-2.2191, 0.6419, -0.2692], [0.1643, -0.1979, 0.2615], [-3.3396, 0.5825, 0.0656], [2.5878, 0.9899, -1.5262], [0.5257, 1.9008, 0.0506], [0.5135, -2.2852, -0.0809], [-1.4470, -1.1488, 1.1955], [-1.0703, 0.5386, 1.7854]]
}



18.
{
  "formula": "C4H5N3O2",
  "method": "wB97M-V/def2-TZVPD",
  "lumo_ev": -0.309,
  "smiles": "O=c1ccnnn1CO",
  "spin_multiplicity": 1,
  "species": ["C", "C", "C", "C", "N", "N", "N", "O", "O", "H", "H", "H", "H", "H"],
  "xyz": [[-1.5200, 1.1524, 0.2335], [-2.3568, 0.1050, 0.4809], [-0.1312, 0.8871, -0.0341], [1.5227, -0.9751, -0.2644], [-1.9905, -1.1869, 0.1930], [-0.8073, -1.5042, -0.0439], [0.0753, -0.5184, -0.1829], [0.7277, 1.6782, -0.2088], [2.1744, -0.6760, 0.8711], [-1.7374, 2.1692, 0.5323], [-3.2898, 0.1355, 0.9338], [1.9108, -0.3498, -1.1674], [1.5364, -2.1249, -0.3917], [1.8775, 0.2439, 1.2381]]
}



19.
{
  "formula": "C4H5N3O2",
  "method": "wB97M-V/def2-TZVPD",
  "lumo_ev": -0.847,
  "smiles": "CN(C(N)=O)C(=O)C#N",
  "spin_multiplicity": 1,
  "species": ["C", "N", "C", "C", "N", "C", "O", "O", "N", "H", "H", "H", "H", "H"],
  "xyz": [[-0.9108, 0.9325, -1.2524], [-0.0440, -0.0136, -0.5602], [-0.5759, -0.5664, 0.6850], [1.2679, 0.2623, -0.4534], [-0.1964, -1.8671, 0.8730], [1.4554, 1.0500, 1.0087], [-1.5233, -0.0837, 1.2753], [2.2419, -0.2695, -0.9202], [1.9394, 1.7437, 1.8084], [-0.7348, -2.3647, 1.5708], [0.4691, -2.3165, 0.2589], [-1.1400, 1.7874, -0.6122], [-1.8290, 0.4061, -1.5252], [-0.4194, 1.2994, -2.1566]]
}



20.
{
  "formula": "C4H5N3O2",
  "method": "wB97M-V/def2-TZVPD",
  "lumo_ev": 0.765,
  "smiles": "O=C/N=c1\\[nH]ccn1O",
  "spin_multiplicity": 1,
  "species": ["C", "C", "C", "C", "H", "H", "H", "H", "H", "N", "N", "N", "O", "O"],
  "xyz": [[1.8735, 0.0833, 0.7355], [1.1058, -0.8584, 1.4029], [-0.1502, 0.1232, -0.2087], [-2.2617, -0.1018, -1.0048], [0.6567, 1.9378, -1.5283], [2.8963, 0.4177, 0.9114], [1.2393, -1.5423, 2.2495], [-1.0200, -1.4015, 0.8889], [-3.0317, 0.4222, -1.5598], [1.0595, 0.6956, -0.2070], [-0.1365, -0.9225, 0.7077], [-1.0952, 0.5071, -1.1010], [1.4632, 1.6869, -1.0297], [-2.5990, -1.0474, -0.2567]]
}